Entry 1:
92
Properties=species:S:1:pos:R:3:mulliken_charge:R:1 method="wB97M-V/def2-TZVPD" energy_ev=-87849.0934 homo_lumo_gap_ev="7.50 / 6.26" spin_multiplicity=6 lumo_ev="-5.425 / -6.749" total_charge=+2
Ru 0.08 -0.14 0.55 1.06
N 1.48 -2.02 0.42 -0.33
C 2.83 -1.61 0.02 -0.53
C 2.90 -0.16 -0.43 0.57
O 3.95 0.29 -0.83 -0.73
O 1.79 0.55 -0.31 -0.97
H 1.46 -2.43 1.35 0.30
H 1.02 -2.60 -0.27 0.38
H 3.21 -2.21 -0.80 0.43
H 3.52 -1.70 0.86 0.25
O -0.74 1.15 2.20 -0.60
S -0.98 0.95 3.70 0.28
C -2.75 1.25 3.99 -1.06
C -3.59 0.97 2.75 -0.41
C -3.57 2.11 1.73 -0.38
C -4.28 1.73 0.44 -1.10
S -3.21 0.79 -0.69 0.40
O -2.17 0.06 0.17 -0.44
C -2.36 2.17 -1.45 0.48
C -1.03 2.43 -1.20 1.24
C -0.39 3.50 -1.82 -1.01
C -1.11 4.30 -2.69 -0.67
C -2.45 4.03 -2.96 -0.81
C -3.08 2.96 -2.35 -0.92
C -0.96 -0.80 4.05 0.43
C -0.87 -1.19 5.37 -0.68
C -0.82 -2.54 5.68 -0.75
C -0.83 -3.49 4.67 -0.75
C -0.91 -3.09 3.34 -1.03
C -0.98 -1.75 3.04 0.04
H -2.84 2.28 4.32 0.53
H -3.01 0.60 4.82 0.55
H -4.62 0.80 3.06 0.58
H -3.24 0.04 2.28 0.03
H -2.55 2.41 1.50 0.06
H -4.07 2.98 2.17 0.63
H -4.60 2.59 -0.14 0.59
H -5.15 1.10 0.63 0.54
H -0.46 1.80 -0.53 0.05
H 0.65 3.69 -1.62 0.58
H -0.62 5.15 -3.17 0.45
H -3.00 4.66 -3.65 0.47
H -4.12 2.73 -2.58 0.54
H -0.85 -0.45 6.17 0.51
H -0.74 -2.86 6.72 0.46
H -0.79 -4.55 4.91 0.43
H -0.93 -3.84 2.55 0.54
H -1.05 -1.43 2.00 1.01
C 4.11 1.38 -4.64 -0.97
O 2.81 0.85 -4.34 -0.49
C 2.71 -0.47 -4.07 1.08
C 3.76 -1.37 -4.07 -0.31
C 3.51 -2.71 -3.81 -0.89
C 2.22 -3.16 -3.56 -0.97
C 1.17 -2.27 -3.57 -0.24
C 1.41 -0.93 -3.82 -0.11
N 0.39 0.05 -4.04 0.31
C -0.89 0.02 -3.89 -0.89
C -1.74 -0.88 -3.18 1.84
C -3.04 -1.07 -3.72 -0.75
C -3.91 -1.96 -3.17 -1.10
C -3.52 -2.67 -2.02 -0.56
C -2.30 -2.43 -1.42 -1.11
C -1.38 -1.51 -1.96 0.29
O -0.26 -1.22 -1.33 -0.44
H 4.48 0.99 -5.59 0.39
H 4.81 1.16 -3.83 0.38
H 3.98 2.46 -4.71 0.27
H 4.77 -1.03 -4.27 0.47
H 4.34 -3.41 -3.82 0.42
H 2.03 -4.21 -3.38 0.45
H 0.15 -2.62 -3.43 0.49
H 0.77 0.86 -4.53 0.39
H -1.40 0.79 -4.47 0.41
H -3.31 -0.53 -4.62 0.51
H -4.88 -2.14 -3.61 0.45
H -4.20 -3.39 -1.58 0.50
H -2.02 -2.94 -0.51 0.43
C 4.32 0.23 2.63 -1.14
P 2.64 0.64 3.09 1.00
C 2.43 2.38 2.74 -0.98
C 2.54 0.43 4.87 -1.13
O 1.60 -0.24 2.39 -0.20
H 5.02 0.91 3.11 0.46
H 4.44 0.31 1.55 0.17
H 4.54 -0.79 2.95 0.35
H 3.10 2.98 3.36 0.47
H 1.40 2.66 2.94 0.15
H 2.65 2.55 1.69 0.25
H 3.42 0.86 5.35 0.48
H 2.49 -0.64 5.09 0.32
H 1.65 0.92 5.25 0.34

Entry 2:
88
Properties=species:S:1:pos:R:3:mulliken_charge:R:1 method="wB97M-V/def2-TZVPD" energy_ev=-51305.2153 homo_lumo_gap_ev="6.00 / 6.07" spin_multiplicity=3 lumo_ev="-2.183 / -2.437" total_charge=+1
W 0.05 0.36 -0.35 1.63
N -0.35 -2.72 2.74 0.19
C 0.07 -1.67 2.04 -0.53
N -0.62 -1.09 1.12 0.08
C -1.91 -1.60 0.78 0.27
N -2.02 0.42 -0.44 1.50
N -1.42 0.39 -1.75 -1.21
C -1.44 1.52 -2.60 -1.33
C -0.34 2.31 -2.56 1.41
C -0.17 3.50 -3.35 -1.31
C 0.89 4.30 -3.15 -0.35
C 1.87 3.95 -2.15 -1.15
C 1.70 2.82 -1.44 0.04
N 0.64 1.96 -1.60 0.00
C -2.34 -2.85 1.41 0.66
C -3.51 -3.52 1.06 -0.86
C -3.89 -4.67 1.73 -0.88
C -3.10 -5.18 2.75 -0.53
C -1.93 -4.53 3.10 -0.84
C -1.55 -3.38 2.43 0.42
H 0.27 -3.13 3.42 0.33
H 1.07 -1.31 2.24 0.59
H -2.22 1.63 -3.34 0.44
H -0.93 3.73 -4.09 0.49
H 1.01 5.21 -3.72 0.42
H 2.73 4.58 -1.97 0.48
H 2.43 2.55 -0.70 0.37
H -4.12 -3.15 0.25 0.42
H -4.80 -5.19 1.44 0.44
H -3.39 -6.08 3.28 0.42
H -1.29 -4.93 3.89 0.41
C 0.52 -4.82 -1.85 -1.63
C 1.70 -3.94 -1.39 1.86
C 2.20 -4.45 -0.03 -1.39
C 2.83 -4.01 -2.42 -1.57
C 1.23 -2.55 -1.24 0.02
C 0.83 -1.41 -1.11 -0.81
H 0.84 -5.86 -1.96 0.44
H 0.14 -4.47 -2.81 0.36
H -0.30 -4.77 -1.13 0.29
H 2.55 -5.48 -0.11 0.46
H 1.39 -4.42 0.71 0.18
H 3.03 -3.84 0.33 0.26
H 3.15 -5.05 -2.55 0.41
H 3.70 -3.43 -2.08 0.29
H 2.51 -3.62 -3.38 0.36
C 5.31 0.19 1.09 -1.29
N 3.99 0.45 0.50 0.38
C 3.84 -0.07 -0.86 -0.78
C 2.97 0.91 1.22 0.02
O 1.76 0.74 0.90 -0.40
N 3.23 1.58 2.38 0.02
C 2.11 1.87 3.27 -0.94
C 4.31 2.57 2.45 -1.24
H 5.63 -0.80 0.78 0.40
H 5.26 0.22 2.18 0.39
H 6.06 0.91 0.75 0.36
H 4.59 0.41 -1.50 0.37
H 2.86 0.13 -1.25 0.04
H 3.99 -1.15 -0.87 0.29
H 1.40 1.05 3.28 0.20
H 1.58 2.78 2.98 0.32
H 2.50 2.00 4.28 0.40
H 4.86 2.62 1.51 0.40
H 5.01 2.34 3.26 0.34
H 3.88 3.55 2.63 0.39
C -1.45 2.25 1.09 -2.71
C -2.60 1.69 0.24 2.50
C -3.72 1.32 1.22 -1.67
C -2.62 -0.84 -0.05 -0.69
C -3.19 2.69 -0.74 -0.35
C -4.30 2.31 -1.50 -0.22
C -4.93 3.21 -2.34 -0.90
C -4.48 4.52 -2.42 -0.58
C -3.39 4.92 -1.66 -0.98
C -2.76 4.01 -0.82 -0.04
H -1.19 1.53 1.87 0.46
H -1.76 3.17 1.58 0.60
H -0.56 2.51 0.49 0.78
H -3.39 0.59 1.96 0.45
H -4.60 0.93 0.71 0.41
H -4.02 2.23 1.74 0.41
H -3.60 -1.09 -0.43 0.43
H -4.65 1.28 -1.46 0.27
H -5.78 2.88 -2.93 0.41
H -4.98 5.23 -3.07 0.42
H -3.03 5.94 -1.71 0.43
H -1.89 4.34 -0.26 0.38

Entry 3:
88
Properties=species:S:1:pos:R:3:mulliken_charge:R:1 method="wB97M-V/def2-TZVPD" energy_ev=-119139.0958 homo_lumo_gap_ev="6.89 / 5.09" spin_multiplicity=5 lumo_ev="-0.417 / -2.266"
Rh -0.73 0.10 2.97 0.59
O 1.65 3.78 4.46 -0.45
C 1.03 2.62 4.22 0.17
O -0.14 2.54 3.96 -0.53
C 1.94 1.44 4.29 0.24
C 3.28 1.51 4.63 -0.30
C 4.00 0.32 4.65 -0.49
C 3.37 -0.86 4.33 -0.40
C 2.02 -0.84 4.01 0.50
N 1.33 0.29 4.00 -0.23
C 1.25 -2.11 3.64 0.31
O 1.90 -3.13 3.47 -0.75
O -0.01 -1.94 3.52 -0.72
H 0.99 4.48 4.38 0.38
H 3.73 2.46 4.87 0.52
H 5.05 0.33 4.91 0.45
H 3.88 -1.82 4.32 0.55
C 2.87 -4.63 -2.38 -2.08
C 1.48 -4.53 -1.74 1.95
C 1.31 -5.69 -0.75 -1.64
C 0.43 -4.64 -2.85 -1.65
C 1.28 -3.22 -0.99 -0.09
C 0.04 -2.99 -0.35 -0.85
C -0.18 -1.85 0.35 0.42
Se -1.87 -1.58 1.21 0.34
C -2.42 -0.06 0.19 -0.56
C -2.64 -0.17 -1.17 -0.33
C -3.03 0.94 -1.90 -1.04
C -3.21 2.13 -1.19 0.66
C -3.00 2.27 0.18 -1.00
C -2.58 1.13 0.91 2.16
O -2.37 1.17 2.22 -1.60
C -3.25 3.60 0.89 2.26
C -1.94 4.12 1.50 -1.70
C -4.29 3.38 2.00 -1.73
C -3.78 4.69 -0.05 -2.27
C -3.23 0.83 -3.41 2.16
C -3.66 2.15 -4.04 -2.21
C -1.92 0.38 -4.07 -1.65
C -4.32 -0.21 -3.71 -1.70
C 0.87 -0.84 0.49 1.34
O 0.70 0.16 1.24 -0.83
C 2.12 -1.06 -0.21 -0.67
C 2.26 -2.24 -0.91 -0.43
C 3.31 -0.10 -0.19 2.23
C 3.65 0.29 -1.64 -1.80
C 4.50 -0.83 0.45 -1.52
C 3.11 1.20 0.60 -1.93
H 2.96 -5.59 -2.89 0.44
H 3.66 -4.59 -1.63 0.41
H 3.04 -3.85 -3.11 0.39
H 1.45 -6.64 -1.27 0.44
H 0.31 -5.70 -0.30 0.35
H 2.04 -5.63 0.06 0.39
H 0.56 -5.58 -3.39 0.45
H 0.53 -3.82 -3.57 0.36
H -0.59 -4.63 -2.46 0.34
H -0.75 -3.72 -0.42 0.61
H -2.48 -1.13 -1.65 0.52
H -3.52 3.00 -1.74 0.63
H -1.57 3.46 2.28 0.30
H -2.09 5.12 1.91 0.52
H -1.16 4.19 0.73 0.30
H -3.94 2.63 2.71 0.27
H -5.23 3.04 1.57 0.36
H -4.47 4.31 2.54 0.46
H -3.12 4.84 -0.90 0.43
H -3.84 5.63 0.50 0.44
H -4.78 4.47 -0.41 0.40
H -2.91 2.93 -3.89 0.39
H -4.61 2.51 -3.63 0.39
H -3.78 2.02 -5.12 0.45
H -1.13 1.11 -3.88 0.35
H -2.04 0.29 -5.15 0.47
H -1.58 -0.58 -3.68 0.27
H -5.27 0.08 -3.25 0.37
H -4.05 -1.20 -3.32 0.30
H -4.47 -0.31 -4.79 0.46
H 3.20 -2.42 -1.41 0.39
H 3.90 -0.58 -2.25 0.28
H 4.51 0.96 -1.64 0.47
H 2.81 0.81 -2.10 0.41
H 4.79 -1.73 -0.11 0.32
H 4.26 -1.14 1.47 0.20
H 5.37 -0.17 0.48 0.48
H 2.28 1.79 0.22 0.38
H 4.03 1.79 0.50 0.57
H 2.94 1.02 1.66 0.19

Entry 4:
88
Properties=species:S:1:pos:R:3:mulliken_charge:R:1 method="wB97M-V/def2-TZVPD" energy_ev=-99002.7800 homo_lumo_gap_ev=6.57 spin_multiplicity=1 lumo_ev=2.478 total_charge=-1
Pd -1.04 0.17 -1.96 -0.72
Cl 0.38 4.96 -3.38 -0.25
C 1.42 3.61 -3.06 0.80
C 2.77 3.84 -2.85 -0.72
C 3.64 2.82 -2.57 0.79
Cl 5.34 3.15 -2.33 -0.32
C 3.16 1.49 -2.48 0.55
C 3.99 0.38 -2.22 -1.20
C 3.45 -0.87 -2.16 -1.10
C 2.05 -1.01 -2.30 0.14
N 1.24 0.00 -2.52 -0.29
C 1.78 1.25 -2.65 -0.03
C 0.83 2.32 -2.99 -0.24
O -0.39 2.09 -3.17 -0.82
H 3.14 4.86 -2.92 0.44
H 5.06 0.53 -2.09 0.40
H 4.06 -1.74 -1.99 0.45
H 1.60 -1.99 -2.21 0.40
C -3.92 -0.36 3.35 -0.82
C -3.71 -1.37 2.22 -0.93
C -2.28 -1.29 1.69 -0.34
C -1.70 0.14 1.74 0.62
C -2.85 1.13 1.59 0.06
C -3.78 1.07 2.81 -1.02
P -0.39 0.36 0.44 1.31
C 0.92 -0.89 0.94 0.96
C 1.31 -0.98 2.43 -0.78
C 1.95 -2.33 2.80 -0.88
C 2.82 -2.83 1.66 -0.93
C 1.94 -3.17 0.44 -0.60
C 0.67 -2.31 0.40 0.66
C 0.48 1.95 0.92 0.68
C 0.72 2.28 2.42 -0.92
C -0.05 3.52 2.86 -0.72
C 0.39 4.76 2.07 -0.94
C 0.63 4.42 0.58 -0.91
C -0.12 3.16 0.19 0.15
H -3.18 -0.55 4.13 0.32
H -4.90 -0.50 3.82 0.49
H -4.42 -1.16 1.42 0.31
H -3.93 -2.39 2.56 0.54
H -2.25 -1.66 0.65 -0.39
H -1.64 -1.97 2.26 0.15
H -1.25 0.29 2.73 0.70
H -3.39 0.89 0.68 -0.13
H -2.49 2.15 1.45 -0.34
H -4.76 1.47 2.53 0.54
H -3.39 1.72 3.60 0.23
H 1.79 -0.50 0.41 0.21
H 0.44 -0.81 3.08 -0.08
H 2.01 -0.18 2.67 0.40
H 1.17 -3.07 3.01 0.31
H 2.52 -2.22 3.72 0.54
H 3.40 -3.71 1.96 0.52
H 3.55 -2.06 1.40 0.35
H 1.65 -4.22 0.47 0.51
H 2.51 -3.03 -0.48 0.03
H -0.11 -2.78 0.99 0.90
H 0.26 -2.27 -0.61 -2.41
H 1.45 1.78 0.44 0.79
H 1.78 2.45 2.59 0.41
H 0.45 1.44 3.06 0.41
H 0.09 3.69 3.93 0.52
H -1.12 3.35 2.72 0.01
H 1.29 5.18 2.51 0.34
H -0.38 5.54 2.16 0.36
H 1.70 4.26 0.40 0.33
H 0.33 5.25 -0.06 0.43
H -0.10 3.00 -0.88 -0.35
H -1.18 3.27 0.43 -0.20
I -3.48 2.69 -1.65 -0.11
C -2.96 0.66 -2.15 -1.45
H -3.18 0.64 -3.22 0.63
H -3.68 0.05 -1.61 0.51
Cl 1.17 -6.45 -1.65 -0.26
C 0.25 -5.05 -2.14 0.30
C -0.96 -4.77 -1.51 -0.83
C -1.65 -3.63 -1.86 -0.11
C -1.18 -2.73 -2.83 0.94
C -1.87 -1.48 -3.10 -2.20
C 0.01 -3.09 -3.49 -0.19
C 0.73 -4.22 -3.15 -0.57
H -1.33 -5.43 -0.74 0.41
H -2.58 -3.40 -1.35 0.24
H -2.94 -1.56 -2.91 0.79
H -1.77 -1.13 -4.13 0.42
H 0.39 -2.44 -4.28 0.37
H 1.65 -4.46 -3.65 0.43

Entry 5:
94
Properties=species:S:1:pos:R:3:mulliken_charge:R:1 method="wB97M-V/def2-TZVPD" energy_ev=-247246.6181 homo_lumo_gap_ev=4.61 spin_multiplicity=1 lumo_ev=3.872 total_charge=-2
K 0.44 0.27 0.13 0.85
F 0.05 -1.94 6.35 -0.24
C 0.20 -0.60 6.45 0.61
F 1.47 -0.36 6.81 -0.23
F -0.55 -0.24 7.54 -0.33
C -0.25 0.15 5.22 -0.17
C -1.46 0.81 5.27 -0.26
C -1.91 1.53 4.18 -0.92
C -1.07 1.57 3.07 -0.44
N 0.07 0.91 2.98 0.02
C 0.51 0.13 4.01 0.07
S 1.93 -0.81 3.80 -0.36
H -2.05 0.77 6.18 0.43
H -2.86 2.05 4.18 0.44
H -1.35 2.16 2.20 0.48
Se -2.82 0.08 0.49 -0.52
P -3.14 -0.70 -1.49 0.91
Se -1.83 -2.24 -2.21 -0.49
C -3.17 0.72 -2.64 0.31
C -4.24 1.62 -2.59 -0.50
C -4.26 2.73 -3.42 -0.70
C -3.20 2.97 -4.29 -0.41
C -2.13 2.09 -4.34 -0.41
C -2.13 0.96 -3.52 -0.05
C -4.86 -1.32 -1.65 0.07
C -5.67 -1.50 -0.54 -0.28
C -6.97 -1.99 -0.69 -0.55
C -7.45 -2.30 -1.96 -0.38
C -6.63 -2.12 -3.07 -0.58
C -5.34 -1.64 -2.91 -0.45
H -5.04 1.46 -1.88 0.37
H -5.09 3.43 -3.36 0.35
H -3.20 3.86 -4.91 0.35
H -1.29 2.29 -4.98 0.37
H -1.30 0.26 -3.57 -0.01
H -5.29 -1.24 0.44 0.22
H -7.60 -2.13 0.18 0.37
H -8.46 -2.68 -2.08 0.34
H -7.01 -2.36 -4.06 0.36
H -4.70 -1.51 -3.78 0.36
C 3.05 -5.17 -1.58 -0.94
C 1.84 -4.26 -1.40 -0.84
Sb 1.79 -2.97 0.36 0.42
C 1.21 -4.46 1.83 -0.99
C 1.54 -5.93 1.56 -0.99
C 3.91 -2.86 0.78 -0.43
C 4.56 -4.03 1.53 -1.10
H 3.01 -5.71 -2.54 0.38
H 3.11 -5.92 -0.79 0.16
H 3.98 -4.61 -1.56 0.25
H 0.91 -4.82 -1.37 0.45
H 1.75 -3.56 -2.24 0.38
H 0.13 -4.32 1.92 0.54
H 1.63 -4.11 2.77 0.41
H 1.14 -6.26 0.60 0.24
H 1.10 -6.58 2.33 0.38
H 2.61 -6.11 1.55 0.15
H 4.00 -1.94 1.36 0.05
H 4.40 -2.68 -0.18 0.49
H 4.04 -4.23 2.46 0.23
H 5.60 -3.81 1.78 0.41
H 4.55 -4.94 0.93 0.19
O 2.78 0.63 0.75 -0.17
S 3.84 1.13 1.68 0.30
C 3.10 2.51 2.60 -0.11
C 3.22 3.74 1.72 -0.09
C 4.64 3.71 1.16 -0.77
C 4.86 2.28 0.66 -0.65
H 3.68 2.62 3.53 0.49
H 2.09 2.18 2.84 -0.46
H 3.01 4.66 2.28 0.49
H 2.50 3.70 0.89 -0.27
H 5.35 3.94 1.96 0.31
H 4.78 4.43 0.36 0.40
H 5.90 1.96 0.68 0.48
H 4.45 2.15 -0.34 0.06
N 1.36 -0.34 -2.63 -0.37
H 0.47 -0.73 -2.92 0.05
H 2.07 -0.61 -3.31 0.21
H 1.32 0.68 -2.68 0.13
Cl 0.89 4.56 -4.46 -0.34
C 0.17 4.34 -2.86 0.47
C -1.05 4.95 -2.64 -0.53
C -1.71 4.80 -1.42 -0.76
C -1.08 4.04 -0.44 -0.71
C 0.15 3.45 -0.65 0.28
C 0.87 3.54 -1.90 0.99
C 2.09 2.92 -2.11 -1.91
H -1.49 5.52 -3.44 0.37
H -2.68 5.25 -1.26 0.35
H -1.56 3.90 0.53 0.24
H 0.63 2.92 0.15 0.04
H 2.51 2.30 -1.33 0.53
H 2.62 3.01 -3.05 0.11